C3H4N2O3 | ωB97M-V with the def2-TZVPD basis set

ΔE to the lowest compared entry with this formula, charge and spin in kJ/mol: 757.70
Multiplicity: 1
HOMO-LUMO gap in eV: 7.19
Total energy in eV: -12291.1423

XYZ file:
```
12
Properties=species:S:1:pos:R:3:forces:R:3:lowdin_charge:R:1
C -0.499392 0.417107 -1.144912 5.215 1.493 3.112 -0.568
C 0.787018 0.575231 -0.703453 1.078 2.044 -4.687 -0.049
C -0.319587 -0.722596 0.774780 -0.456 2.952 -2.760 -0.422
H -0.937953 2.292684 -2.185558 -0.695 -5.763 1.361 0.325
H 1.459525 1.360126 -1.346260 -1.184 -2.361 2.482 0.180
H 1.507592 -1.048221 2.091671 2.827 0.881 -4.777 0.276
H -1.885658 -1.457915 1.606173 4.420 -1.079 -0.339 0.187
N 0.894980 0.024403 0.549211 -0.352 -2.513 1.638 -0.111
N -0.692487 -1.604725 1.567371 -3.525 0.544 1.446 0.122
O -1.174602 1.074520 -1.974147 -1.896 6.933 -4.930 0.054
O 2.063540 -0.758217 0.969424 -3.736 -0.313 4.617 -0.093
O -1.202976 -0.152397 -0.204299 -1.696 -2.817 2.838 0.099
```
Forces are in eV/Å.